This record from the OMol25 dataset describes a 5-piece molecular cluster, C10H31O7 overall in a non-equilibrium geometry. The level of theory is ωB97M-V/def2-TZVPD.

Structure (XYZ):
```
48
Properties=species:S:1:pos:R:3
O 0.2729 -0.1494 -0.0440
H 0.2066 0.4068 -0.9477
H -0.0259 -1.0304 -0.0737
H -0.1687 0.3437 0.5919
C 0.5881 -4.2331 -1.3537
C -0.4191 -3.1010 -1.5953
O -1.0710 -2.7316 -0.4166
O 1.1428 -4.8642 -2.4527
H -0.0900 -4.9586 -0.8182
H 1.2418 -4.0844 -0.5828
H -1.1237 -3.3903 -2.3088
H 0.0585 -2.2269 -2.0144
H -1.9680 -3.1982 -0.2776
H 1.7466 -5.5205 -2.3492
C -0.9710 1.2374 -2.8681
C 0.4381 1.2575 -3.4728
O 1.4364 0.9506 -2.5066
O -1.4697 -0.0140 -2.3702
H -1.6933 1.4708 -3.6591
H -1.1920 1.9906 -2.1934
H 0.6471 2.1405 -3.9664
H 0.3855 0.6053 -4.2410
H 2.2800 1.2652 -3.0839
H -1.4964 -0.4857 -3.2124
C 0.9395 3.1465 0.6905
C -0.5950 3.1539 0.9363
C -1.2768 4.3918 0.2694
O -1.0567 2.0742 0.4499
H 1.4830 4.1142 0.8694
H 1.0089 3.0034 -0.2676
H 1.4061 2.2305 1.2589
H -0.9138 3.3985 1.9810
H -2.2457 4.6849 0.5545
H -1.1579 4.4694 -0.8820
H -0.5594 5.2365 0.7019
H -1.8882 2.2685 0.0868
C -0.2722 -2.3340 3.5966
C 0.2557 -0.8152 3.4837
C 1.7037 -0.8473 3.0450
O -0.6234 -0.1655 2.5191
H -1.2999 -2.1512 3.7527
H 0.1605 -2.8622 4.4992
H 0.0531 -2.6984 2.4362
H 0.2078 -0.1934 4.4619
H 2.5656 -1.0955 3.7760
H 2.0036 0.1336 2.7844
H 2.0686 -1.4312 2.2499
H -0.7229 0.6077 2.9627
```

Values from the calculation:
LUMO energy: -2.365 eV
Orbital gap: 0.3788 Ha
HOMO level: -12.7 eV
DFT total energy: -925.81823 hartree
Total charge: +1

Listed below, in e, are the Löwdin charges computed for each atom: O 0.27; H 0.18; H 0.08; H 0.04; C -0.24; C -0.25; O -0.09; O 0.01; H 0.13; H 0.09; H 0.11; H 0.10; H 0.17; H 0.05; C -0.21; C -0.22; O -0.09; O -0.06; H 0.14; H 0.08; H 0.11; H 0.09; H 0.19; H 0.10; C 0.00; C -0.59; C -0.04; O -0.01; H 0.11; H 0.00; H 0.12; H 0.15; H 0.05; H 0.11; H 0.12; H 0.10; C -0.03; C -0.43; C -0.09; O -0.05; H 0.04; H 0.09; H 0.14; H 0.17; H 0.12; H 0.04; H 0.05; H 0.03